# 1
This record from OMol25 describes 11 unconnected molecules or ions with the total composition C32H94N8O14S at a distorted geometry. The level of theory is ωB97M-V with the def2-TZVPD basis set.

Calculated values
HOMO energy   -8.57 eV
E_LUMO   0.45 eV
Maximum force   2.07 eV/A

Last column: Mulliken charge in e.
Cartesian coordinates (Å):
O -1.32916 -0.80827 2.70031  -0.4094
H -1.49386 -0.08798 3.35269  0.4510
H -1.73395 -0.50331 1.81762  0.1816
H -0.34307 -0.86373 2.46530  1.1082
O 0.06981 1.56333 -3.48114  -0.4121
H 0.93616 1.97396 -3.13504  0.4274
H -0.44987 1.07499 -2.74335  0.1465
H 0.31910 1.00593 -4.24023  0.4299
S -0.86193 0.14248 -0.66330  0.7923
O -0.18080 1.44600 -0.69150  -0.2013
O -1.91950 0.20515 0.37797  0.2591
O -1.44306 -0.05697 -1.99929  -0.9324
O 0.16455 -0.87848 -0.39022  -0.2148
C 0.72310 6.53492 1.07879  -1.8266
C 1.22250 5.08439 0.82147  0.8496
C 2.24974 4.58866 1.85098  0.1660
O 3.36145 5.44734 1.93370  -0.4144
C 4.52301 4.83393 2.47259  -0.5608
N 0.12332 4.14750 0.73599  0.7943
H 0.07048 7.04843 0.37101  0.3848
H 1.57423 7.19566 1.24447  0.4299
H 0.15220 6.51531 2.01410  0.3601
H 1.78394 5.20211 -0.11979  -0.1201
H 2.49702 3.59275 1.47388  -0.2329
H 1.81919 4.60128 2.85934  0.3331
H 4.47031 4.49766 3.50958  0.2831
H 5.33634 5.55924 2.44398  0.2868
H 4.83577 4.03061 1.80363  0.1319
H -0.61279 4.67041 0.26882  -0.2417
H 0.32419 3.32454 0.17243  -0.6085
C -3.97717 2.65995 -1.14603  -1.4549
C -3.38688 3.15214 -2.48777  0.4736
C -2.12910 3.98491 -2.26093  -0.0786
O -2.34969 4.87018 -1.15467  -0.2807
C -2.12928 6.24265 -1.39610  -0.8973
N -3.10666 2.01592 -3.36360  -0.7106
H -4.76400 1.94144 -1.37670  0.3965
H -4.19694 3.47080 -0.45474  0.5188
H -3.21155 2.07374 -0.62451  0.2055
H -4.16359 3.82160 -2.86976  0.3088
H -1.81818 4.58332 -3.12558  0.5568
H -1.20360 3.46553 -1.98655  -0.4646
H -2.42185 6.77517 -0.49409  0.2661
H -2.62907 6.57180 -2.31103  0.3822
H -1.05068 6.39982 -1.54121  0.3058
H -2.45667 1.40508 -2.87363  -0.1025
H -3.99093 1.52114 -3.41894  0.2940
C -0.76602 -4.21633 0.55955  -0.6800
C 0.74226 -4.39705 0.54019  0.3060
C 1.23272 -5.74978 0.03430  -1.0537
O 0.69480 -6.74884 0.87530  -0.3438
C 1.25793 -8.01460 0.58650  -0.8021
N 1.37670 -3.37306 -0.27938  -0.1053
H -1.08728 -3.24960 0.94716  -0.1719
H -1.25252 -4.92711 1.23441  0.6372
H -1.08874 -4.40015 -0.46848  0.1102
H 1.21529 -4.29348 1.52701  0.1435
H 2.32698 -5.71770 0.08160  0.5319
H 0.90472 -5.91205 -1.00142  0.4174
H 0.90879 -8.32527 -0.40345  0.3219
H 0.77834 -8.75201 1.23693  0.2761
H 2.32283 -8.04136 0.82151  0.3005
H 0.85536 -2.49440 -0.40156  0.1204
H 1.50265 -3.73143 -1.22298  0.1735
C -1.18417 -2.71934 -5.37495  -1.7734
C -0.24100 -3.05736 -4.22102  1.2931
C 0.99304 -3.81918 -4.75338  -1.1709
O 1.82435 -4.22550 -3.69604  0.0317
C 2.97916 -4.92821 -4.09315  -0.9985
N 0.19133 -1.77357 -3.63223  -0.2575
H -2.07954 -2.19017 -5.04155  0.3741
H -1.60999 -3.66776 -5.71734  0.4901
H -0.69799 -2.13360 -6.15077  0.3541
H -0.71727 -3.67309 -3.45205  -0.1415
H 1.51799 -3.23085 -5.51321  0.4522
H 0.57631 -4.65988 -5.32228  0.4134
H 2.84110 -5.77188 -4.77278  0.3207
H 3.54266 -5.32392 -3.24674  0.2717
H 3.64528 -4.17250 -4.52656  0.3478
H 0.84499 -1.92836 -2.86961  -0.1556
H -0.59802 -1.32448 -3.15966  0.0652
C 4.75716 2.71702 -1.69850  -1.7372
C 3.67966 1.95296 -2.48165  0.3445
C 3.57928 0.49200 -2.03184  0.4322
O 4.76779 -0.22019 -2.31039  -0.4901
C 4.61631 -1.57776 -1.93951  -0.3667
N 2.35993 2.57955 -2.22372  -0.6342
H 5.69446 2.27570 -2.05410  0.4419
H 4.74039 2.66597 -0.61082  0.3247
H 4.86576 3.78043 -1.93103  0.5064
H 3.74691 2.02722 -3.56872  0.2935
H 2.63738 0.04103 -2.35991  0.0429
H 3.55411 0.53244 -0.93446  -0.2061
H 3.88438 -2.10582 -2.55771  0.1431
H 4.29011 -1.67409 -0.90117  0.0820
H 5.55015 -2.12022 -2.08413  0.3556
H 2.56668 3.48226 -1.81020  0.0859
H 1.78038 2.12613 -1.51105  0.0848
C -5.54471 -3.14353 0.86112  -1.7627
C -4.26890 -2.50174 0.34544  1.3073
C -4.38652 -2.02792 -1.10567  -0.2190
O -4.92100 -2.98500 -2.00692  -0.5089
C -4.04770 -4.07531 -2.26604  -0.2365
N -4.02592 -1.35365 1.25874  -0.3949
H -5.72760 -4.01722 0.22411  0.3535
H -6.43103 -2.55128 0.62071  0.4407
H -5.43434 -3.42500 1.90365  0.4375
H -3.44824 -3.21436 0.44900  -0.6070
H -3.43294 -1.63302 -1.47590  0.0543
H -5.03156 -1.14586 -1.12576  0.2247
H -4.41146 -4.57523 -3.16123  0.3379
H -4.02021 -4.81905 -1.46273  0.2239
H -3.06375 -3.60488 -2.37544  -0.1442
H -4.91352 -0.90312 1.45220  0.3127
H -3.42357 -0.66780 0.78435  -0.1870
C 2.24599 0.96828 2.34324  -1.0506
C 2.50824 -0.54379 2.43550  0.8471
C 3.21052 -0.98024 3.74048  -1.1157
O 4.24646 -0.07194 4.00687  -0.2408
C 4.98561 -0.41066 5.14552  -0.8231
N 1.26414 -1.23131 2.13872  -0.2591
H 1.53592 1.29554 3.10391  0.1206
H 1.93011 1.26318 1.34287  -0.1103
H 3.19047 1.46965 2.56731  0.8205
H 3.31568 -0.69369 1.70306  -0.3728
H 3.62265 -1.98583 3.59879  0.4508
H 2.44622 -1.01361 4.52738  0.4762
H 4.35294 -0.72776 5.98248  0.3239
H 5.64182 0.38504 5.49171  0.2567
H 5.63167 -1.27935 4.95682  0.3006
H 1.55136 -2.20308 2.00551  0.1994
H 0.97681 -0.99780 1.16941  -0.4396
C -2.91104 3.75071 3.07408  -1.4401
C -2.15828 2.50048 3.57910  1.1113
C -3.03052 1.45871 4.26072  -1.0797
O -2.22295 0.60944 5.02588  -0.3684
C -2.79031 -0.14759 6.06664  -0.9409
N -1.28433 1.93359 2.54768  0.6712
H -2.27677 4.30550 2.38525  0.1672
H -3.08320 4.42632 3.91604  0.4987
H -3.85654 3.49795 2.59147  0.3061
H -1.52425 2.84438 4.40334  0.3125
H -3.66626 0.87951 3.57324  0.1480
H -3.76558 1.98158 4.88808  0.5871
H -3.72964 -0.59079 5.72017  0.3626
H -3.00479 0.49593 6.92445  0.2975
H -2.15697 -0.96274 6.40674  0.2747
H -0.81856 2.74547 2.14531  -0.5769
H -1.87017 1.59907 1.77873  -0.5076

# 2
This record from OMol25 describes 9 unconnected molecules or ions with the total composition C33H66Cl2O23 at a distorted geometry. The level of theory is ωB97M-V with the def2-TZVPD basis set.

Calculated values
HOMO energy   -10.46 eV
SMILES   CCOC(=O)OC.CCOC(=O)OC.CCOC(=O)OC.CCOC(=O)OC.CCOC(=O)OC.CCOC(=O)OC.CCOC(=O)OC.CCOC(C)=O.ClCCl
E_LUMO   0.43 eV
Maximum force   3.02 eV/A

Last column: Mulliken charge in e.
Cartesian coordinates (Å):
C -0.31099 4.53845 4.40423  -0.2047
Cl 0.90184 3.37504 4.88925  -0.1102
Cl 0.21411 6.18834 4.74251  -0.1642
H -0.63814 4.46161 3.36837  0.1238
H -1.22284 4.23856 4.92120  0.3846
C 1.66585 6.48492 1.71305  -1.1353
C 2.84862 6.87427 0.83864  0.3270
O 2.35869 7.14575 -0.47959  -0.2665
C 3.25592 7.46573 -1.41911  0.7457
O 4.44939 7.50086 -1.25188  -0.5647
O 2.61171 7.76940 -2.53944  -0.3439
C 3.41508 7.98704 -3.69106  -0.6694
H 0.86139 5.96318 1.20018  0.3321
H 1.18045 7.37133 2.12551  0.4872
H 2.10392 5.93679 2.54717  0.2334
H 3.56578 6.06174 0.71654  -0.2717
H 3.34570 7.69167 1.36176  0.3425
H 2.69282 8.26798 -4.46016  0.2433
H 3.95065 7.11069 -4.03800  0.2967
H 4.01506 8.88608 -3.55922  0.3060
C 3.89803 -2.19471 -1.16487  -1.1128
C 4.16659 -0.73573 -0.87348  0.3083
O 4.91999 -0.16206 -1.96226  -0.4085
C 6.21990 -0.36822 -1.93459  0.7553
O 6.84698 -1.16711 -1.27878  -0.5729
O 6.79854 0.50744 -2.77167  -0.3498
C 8.21550 0.46787 -2.92531  -0.6755
H 3.09674 -2.52182 -0.50271  0.1417
H 4.82397 -2.76645 -1.17184  0.3717
H 3.49797 -2.35650 -2.17122  0.3573
H 4.65145 -0.54890 0.08360  0.2647
H 3.22060 -0.20200 -0.86109  0.0844
H 8.47119 1.42770 -3.36390  0.2271
H 8.46206 -0.35151 -3.60202  0.3087
H 8.75413 0.32854 -1.98951  0.3172
C -5.44085 -2.41678 2.79437  -0.9219
C -5.51287 -2.14648 1.29939  0.3305
O -6.07541 -0.84823 1.08300  -0.3343
C -6.37461 -0.60839 -0.19710  0.7082
O -6.14403 -1.30169 -1.10969  -0.4876
O -7.01377 0.56105 -0.25909  -0.3620
C -8.12079 0.64997 -1.15671  -0.7233
H -4.66365 -3.11823 3.10576  -0.0517
H -6.34094 -2.92898 3.14099  0.3502
H -5.26926 -1.50549 3.36875  0.4183
H -6.20560 -2.88335 0.90483  -0.0244
H -4.55552 -2.33253 0.80957  0.2010
H -8.58683 1.62316 -1.11983  0.2444
H -8.83079 -0.11615 -0.82809  0.3239
H -7.81142 0.37025 -2.16372  0.3047
C -2.26297 -9.50661 0.42889  -1.0500
C -1.81382 -8.73647 -0.80961  -0.2923
O -1.22039 -7.49991 -0.44406  -0.2004
C 0.07626 -7.29596 -0.57767  0.6328
O 0.85116 -7.99293 -1.14140  -0.5780
O 0.34151 -6.11346 -0.06391  -0.2035
C 1.69406 -5.70139 0.01610  -0.5335
H -2.39724 -10.57134 0.24269  0.3510
H -3.19306 -9.12810 0.86502  0.2405
H -1.56573 -9.41184 1.26774  0.3271
H -2.71995 -8.48591 -1.36480  0.2428
H -1.23670 -9.43347 -1.41341  0.4061
H 2.20319 -5.91397 -0.92036  0.3505
H 2.21685 -6.21212 0.82227  0.3531
H 1.61934 -4.63984 0.21882  -0.0447
C -2.27019 1.58608 -1.57559  -0.5901
C -2.17649 1.01300 -2.97677  -0.3515
O -3.42809 1.05953 -3.66010  -0.3213
C -3.77895 2.23106 -4.18710  0.7213
O -3.12255 3.22490 -4.12115  -0.5571
O -4.96797 2.08921 -4.75146  -0.2996
C -5.32734 3.03957 -5.72891  -0.6915
H -2.85788 0.97236 -0.88858  0.1895
H -2.70287 2.58363 -1.56059  0.3800
H -1.25515 1.64307 -1.17180  -0.0127
H -1.87503 -0.03095 -3.00939  0.3328
H -1.38027 1.56882 -3.47813  0.3352
H -4.68426 2.96622 -6.60258  0.2996
H -5.26534 4.07632 -5.37915  0.3148
H -6.38526 2.92619 -5.94424  0.2452
C -4.78830 -4.62262 -1.48119  -1.1586
C -5.10600 -5.16592 -0.10260  -0.2793
O -3.83787 -5.16278 0.59722  -0.0499
C -3.77071 -5.53541 1.88009  0.4699
O -4.56026 -6.16736 2.51648  -0.5636
O -2.52257 -5.19190 2.28258  -0.0199
C -2.34097 -4.91260 3.65749  -0.9252
H -5.75510 -4.50812 -1.98427  0.3973
H -4.11305 -5.28344 -2.02019  0.3347
H -4.35479 -3.62321 -1.48822  0.2213
H -5.45212 -6.20659 -0.14489  0.3999
H -5.96028 -4.66811 0.35008  0.2889
H -3.21768 -4.50117 4.15092  0.3525
H -1.47387 -4.27218 3.81217  0.2841
H -2.04707 -5.82171 4.19521  0.2954
C 1.40748 3.04058 0.90997  0.1052
C 1.89035 1.84722 1.70335  1.0476
O 0.73874 0.99900 1.99028  -0.4109
C 0.63955 -0.20682 1.44415  0.7699
O 1.45729 -0.84544 0.85801  -0.5611
O -0.57137 -0.63868 1.79000  -0.3646
C -0.89836 -1.97989 1.42595  -0.4606
H 2.23703 3.58509 0.46523  0.1654
H 0.79273 3.66726 1.55286  -0.3162
H 0.75413 2.67412 0.11572  -0.0819
H 2.28987 2.10427 2.67615  -0.3235
H 2.56218 1.20789 1.13739  -0.2708
H -1.84816 -2.24475 1.87705  0.0945
H -0.09704 -2.68987 1.61119  0.2373
H -1.08302 -1.98994 0.34524  0.2706
O 5.18176 1.79022 2.53762  -0.5752
C 4.98970 2.93406 2.79652  0.8274
O 5.01842 3.94658 1.93587  -0.3111
C 5.42363 3.66482 0.60192  0.2533
C 6.90406 3.91090 0.41777  -1.5503
C 4.58860 3.41433 4.15836  -0.8293
H 4.82344 4.27506 -0.07154  0.4121
H 5.21406 2.62347 0.35456  -0.0216
H 7.14495 4.94852 0.65079  0.3355
H 7.19802 3.76456 -0.61710  0.4304
H 7.46732 3.17457 0.99203  0.3390
H 4.63674 4.50379 4.18527  0.2534
H 5.36623 3.11549 4.85930  0.3646
H 3.59505 3.06688 4.41169  0.0425

# 3
This record from OMol25 describes 2 unconnected molecules or ions with the total composition C8H10IO2PS at a distorted geometry. The level of theory is ωB97M-V with the def2-TZVPD basis set.

Calculated values
HOMO energy   -8.40 eV
SMILES   ISc1ccccc1.CCOP=O
E_LUMO   -0.55 eV
Maximum force   4.40 eV/A

Last column: Mulliken charge in e.
Cartesian coordinates (Å):
C -0.73713 3.14326 -2.46511  -0.4478
C -1.20110 2.31965 -1.28822  -0.4822
C -0.31819 2.49351 -3.56190  -0.5123
C -1.09307 0.99329 -1.41612  -0.2374
C -0.21564 1.12891 -3.64802  -0.5134
C -0.56240 0.40925 -2.55637  0.4607
C 0.82499 -3.00091 2.76053  -0.5001
C 0.99826 -2.04048 3.84944  -0.1711
O -0.44529 1.19572 2.17291  -0.4232
O 0.37560 -0.78598 3.46138  -0.1980
P 0.76612 0.40963 2.40424  0.3308
S -0.25234 -1.36477 -2.68098  -0.2671
I 0.59788 -1.92565 -0.57166  0.2127
H -0.74613 4.22506 -2.41761  0.3889
H -1.71255 2.79069 -0.44268  0.3885
H 0.05381 3.06272 -4.38342  0.3339
H -1.50340 0.36439 -0.63144  0.4726
H 0.11392 0.41709 -4.42023  0.3132
H 1.40723 -3.86470 2.96554  0.3540
H -0.20751 -3.15045 2.42692  0.4169
H 1.18363 -2.59679 1.75582  -0.4253
H 2.05779 -1.82841 3.86269  0.2356
H 0.61553 -2.39504 4.82431  0.2702